# C31H37AsFeN4S2Sb

A structure of composition C31H37AsFeN4S2Sb (ωB97M-V/def2-TZVPD, OMol25).

Output
Max |F| in hartree/bohr: 0.02033
E_LUMO (spin up / spin down) in hartree: -0.2784 / -0.2170

Structure (ORCA input):
```
! wB97M-V def2-TZVPD RIJCOSX def2/J DEFGRID3
* xyz 2 2
Sb 0.01 -0.32 1.44
As 0.05 -2.57 -4.22
Fe 0.04 -0.72 -1.13
S -2.10 -0.74 -1.39
S 0.50 -2.76 -2.13
N -3.50 1.47 -1.72
N 2.00 -0.24 -1.08
N -0.08 1.20 -1.22
N -1.27 1.86 -1.34
C 3.04 -1.07 -0.95
C 4.53 0.74 -0.52
C 3.95 1.73 3.42
C 3.89 0.36 3.22
C -0.15 -4.61 2.21
C -4.00 1.85 3.11
C 2.89 2.54 3.04
C 3.46 1.61 -0.65
C 1.31 -1.41 -5.07
C 4.32 -0.62 -0.67
C -0.02 -2.21 2.33
C -2.69 -0.13 2.75
C -3.84 0.48 3.23
C -3.83 2.89 -1.91
C 2.77 -0.21 2.64
C 1.05 3.39 -1.06
C -3.87 3.68 -0.61
C 1.76 1.98 2.47
C 1.70 0.60 2.27
C -1.71 -1.94 -4.63
C 0.04 -2.28 3.73
C -0.12 -3.37 1.57
C -1.70 0.64 2.15
C 1.00 1.91 -1.07
C 2.21 1.09 -0.93
C 0.00 -3.52 4.35
C -2.27 1.01 -1.48
C -1.87 2.02 2.01
C 0.25 -4.32 -4.98
C -0.09 -4.68 3.59
C -3.02 2.62 2.50
H -1.13 2.63 1.51
H 0.05 3.81 -1.09
H 1.24 -4.69 -4.74
H -4.57 3.23 0.09
H -1.86 -2.02 -5.71
H 1.07 -1.30 -6.13
H 0.93 2.62 2.20
H 1.61 3.76 -1.93
H 3.60 2.67 -0.53
H 2.83 -2.13 -1.09
H 5.52 1.12 -0.28
H 5.13 -1.34 -0.59
H -0.51 -4.97 -4.55
H -2.89 3.72 -0.15
H -4.90 2.32 3.49
H 1.58 3.74 -0.17
H 0.11 -1.38 4.33
H -4.60 -0.12 3.70
H 0.13 -4.25 -6.06
H -1.80 -0.91 -4.31
H -4.80 2.91 -2.41
H -4.24 0.80 -1.76
H -4.20 4.70 -0.82
H 4.72 -0.27 3.52
H -0.18 -3.33 0.49
H 2.31 -1.83 -4.96
H -2.57 -1.20 2.86
H -3.15 3.69 2.40
H 1.28 -0.43 -4.58
H 4.83 2.17 3.88
H -0.12 -5.64 4.08
H 2.72 -1.29 2.50
H -0.23 -5.51 1.62
H -2.43 -2.56 -4.10
H 0.05 -3.58 5.43
H -3.09 3.31 -2.60
H 2.93 3.61 3.21
*
```

# C31H37N8O3PbS

A structure of composition C31H37N8O3PbS (ωB97M-V/def2-TZVPD, OMol25).

Output
Max |F| in hartree/bohr: 0.00859
Energy relative to the best compared isomer or geometry (same formula, charge and spin) in kcal/mol: 14.26
E_LUMO (spin up / spin down) in hartree: -0.4152 / -0.4116

Structure (ORCA input):
```
! wB97M-V def2-TZVPD RIJCOSX def2/J DEFGRID3
* xyz 3 1
Pb 0.18 0.20 -0.04
S 2.20 2.70 -1.42
O 3.76 -0.52 -0.50
O 1.90 3.47 -0.24
O 1.34 2.88 -2.56
N 2.93 -0.12 2.06
N 0.79 1.92 2.08
N -2.17 -0.78 0.09
N 1.24 -1.76 -1.26
N 0.04 -0.84 2.51
N 2.20 1.10 -0.98
N -1.11 2.17 -0.74
N -0.79 -0.24 -2.27
C -3.02 -0.61 1.12
C 3.47 0.58 -0.98
C 1.15 -1.72 2.90
C -4.34 -1.03 1.07
C -1.57 4.51 -0.60
C -2.62 -1.33 -1.04
C -1.92 3.34 -2.64
C -0.31 0.20 3.48
C 6.55 2.34 -2.34
C -1.15 3.33 -0.05
C -3.93 -1.76 -1.17
C 0.38 -0.47 -3.14
C 1.29 -1.54 -2.58
C -1.62 -1.46 -2.16
C 2.51 -1.00 3.12
C -1.50 2.18 -2.02
C -1.96 4.53 -1.93
C 3.89 2.76 -1.85
C 2.01 2.06 2.86
C -4.80 -1.62 -0.10
C -1.62 0.88 -2.77
C 1.98 -2.75 -0.75
C -0.39 1.61 2.87
C 5.80 1.30 -1.81
C 4.62 3.81 -2.37
C 5.97 3.57 -2.62
C 2.11 -2.28 -3.41
C 2.89 -3.29 -2.87
C 4.45 1.52 -1.57
C 2.81 -3.54 -1.51
C 3.21 1.26 2.29
H -4.99 -0.88 1.92
H 3.38 -4.33 -1.05
H -2.22 3.31 -3.68
H -0.83 3.30 0.99
H 1.91 -2.92 0.32
H -4.26 -2.20 -2.10
H -1.27 1.68 2.22
H 0.92 0.48 -3.25
H 2.11 -2.07 -4.47
H -0.55 2.31 3.70
H 1.82 1.75 3.89
H 6.57 4.37 -3.03
H 1.24 -2.50 2.15
H 2.52 -0.45 4.06
H 0.69 2.69 1.42
H -0.76 -1.42 2.29
H -2.14 -1.64 -3.11
H -2.28 5.44 -2.41
H -0.98 -2.32 -1.97
H -1.59 5.41 0.01
H 7.60 2.19 -2.55
H 3.20 -0.46 1.10
H 6.24 0.33 -1.59
H 0.05 -0.78 -4.14
H 3.26 -1.80 3.18
H 3.53 -3.88 -3.51
H -1.27 -0.02 3.96
H 4.01 1.32 3.04
H -2.64 -0.12 2.00
H 0.43 0.20 4.29
H -1.42 1.05 -3.82
H 4.17 4.77 -2.58
H 3.56 1.71 1.37
H 0.94 -2.21 3.86
H -2.66 0.58 -2.69
H -5.82 -1.95 -0.18
H 2.34 3.10 2.90
*
```

# C31H38F6N2P3PdSi2

A structure of composition C31H38F6N2P3PdSi2 (ωB97M-V/def2-TZVPD, OMol25).

Output
Max |F| in hartree/bohr: 0.00723
Energy relative to the best compared isomer or geometry (same formula, charge and spin) in kcal/mol: 0.00
E_LUMO (spin up / spin down) in hartree: 0.1625 / 0.1625

Structure (ORCA input):
```
! wB97M-V def2-TZVPD RIJCOSX def2/J DEFGRID3
* xyz -2 2
Pd 0.46 2.18 -0.57
P -0.03 5.25 -2.37
P -1.43 0.05 0.68
P 1.42 -0.09 0.46
Si -2.65 -1.32 -1.87
Si 3.12 0.44 -2.10
F 1.38 5.99 -2.16
F -0.27 5.22 -0.78
F -0.79 6.67 -2.49
F 0.74 3.79 -2.26
F 0.22 5.22 -3.97
F -1.43 4.46 -2.59
N -1.72 -0.71 -0.65
N 1.82 0.31 -1.04
C -4.39 2.64 2.03
C 2.48 0.94 -3.79
C 4.38 1.72 -1.56
C -4.44 -0.71 -1.86
C -1.93 -0.89 -3.56
C -3.51 1.57 1.96
C -2.49 -2.76 4.23
C -3.08 -2.95 2.98
C -2.75 -3.21 -1.84
C 4.05 -1.20 -2.32
C 1.35 -2.53 1.86
C -1.59 -1.72 4.41
C 0.85 -4.66 0.85
C -2.67 1.40 0.86
C 0.07 0.78 1.01
C -2.76 -2.10 1.93
C 5.11 -0.18 2.30
C 1.12 -3.90 1.98
C 1.02 -2.68 -0.51
C 2.85 0.27 1.56
C 4.00 -0.52 1.54
C 0.80 -4.04 -0.40
C 1.30 -1.91 0.61
C -2.76 2.32 -0.18
C 5.08 0.96 3.09
C -1.86 -1.06 2.10
C -1.27 -0.88 3.35
C -3.63 3.40 -0.12
C 2.83 1.41 2.36
C 3.94 1.76 3.12
C -4.45 3.56 0.99
H 4.02 -1.41 0.92
H -1.12 -1.58 5.37
H -5.02 -1.15 -2.68
H 1.77 0.20 -4.16
H -3.20 -2.25 0.95
H -1.75 -3.64 -1.88
H 3.29 1.05 -4.52
H -5.03 2.76 2.90
H -4.93 -0.97 -0.92
H 3.35 -2.00 -2.58
H -3.64 4.12 -0.93
H 4.79 -1.12 -3.11
H 0.57 -4.63 -1.28
H 1.96 1.89 -3.71
H 3.89 2.70 -1.50
H 4.78 1.49 -0.57
H -0.91 -1.27 -3.63
H -3.78 -3.76 2.83
H -3.46 0.87 2.79
H -2.52 -1.30 -4.39
H 5.22 1.80 -2.26
H 0.67 -5.72 0.94
H 0.94 -2.18 -1.47
H 1.15 -4.36 2.96
H 1.55 -1.94 2.74
H 1.92 2.00 2.37
H -2.13 2.21 -1.06
H -1.88 0.20 -3.68
H -3.23 -3.58 -0.92
H -2.74 -3.42 5.05
H -5.13 4.40 1.05
H -0.55 -0.08 3.46
H 3.92 2.65 3.73
H 6.00 -0.80 2.27
H 5.95 1.24 3.68
H -4.47 0.38 -1.95
H -3.32 -3.60 -2.69
H 4.57 -1.49 -1.40
*
```

Among the records above, which one has the highest max |F|?
C31H37AsFeN4S2Sb

Among the records above, which one has the highest max |F|?
C31H37AsFeN4S2Sb

What is the max |F| in the first record?
0.02033 hartree/bohr

What is the max |F| in the first record?
0.02033 hartree/bohr